Entry 1:
ORCA calculation (wB97M-V/def2-TZVPD) on a structure of composition C22H18N7O2OsS2.

Relative energy (zero: lowest compared OMol25 entry of this formula, charge and spin): 83.54 kcal per mole
<S²>: 6.0607
E: -2268.82770 Eh
Net charge: +3
2S+1: 5

Geometry (Å):
1 Os 0.188 -1.566 0.364
2 N -3.536 0.313 -0.554
3 C -4.092 1.566 -0.109
4 C -5.485 1.601 -0.148
5 C -6.172 2.695 0.339
6 C -5.466 3.768 0.867
7 C -4.081 3.747 0.884
8 C -3.373 2.648 0.407
9 S -1.611 2.736 0.457
10 N -1.263 0.556 -1.095
11 C -2.364 -0.188 -0.883
12 C -2.371 -1.686 -1.111
13 C -3.318 -2.202 -1.972
14 C -3.410 -3.583 -2.143
15 C -2.559 -4.407 -1.433
16 C -1.613 -3.827 -0.608
17 N -1.505 -2.497 -0.450
18 H -4.269 -0.389 -0.574
19 H -6.038 0.762 -0.558
20 H -7.252 2.709 0.306
21 H -5.992 4.631 1.251
22 H -3.529 4.595 1.267
23 H -3.968 -1.542 -2.531
24 H -4.142 -3.996 -2.825
25 H -2.602 -5.483 -1.524
26 H -0.904 -4.432 -0.058
27 N 7.781 -0.426 3.123
28 C 6.663 -0.615 2.449
29 C 5.935 -1.841 2.605
30 C 4.786 -2.039 1.887
31 C 4.353 -1.034 1.016
32 C 5.040 0.184 0.847
33 C 6.183 0.402 1.558
34 S 2.955 -1.317 -0.034
35 O 2.340 -2.597 0.363
36 O 3.370 -1.109 -1.375
37 N 1.754 -0.300 0.432
38 C 1.174 0.631 -0.492
39 N -0.073 -0.028 -0.730
40 C -1.355 2.026 -1.201
41 C -0.249 2.671 -1.984
42 C 1.064 2.510 -1.842
43 N 1.706 1.668 -0.928
44 H 8.149 -1.129 3.754
45 H 8.322 0.426 3.027
46 H 6.307 -2.601 3.281
47 H 4.231 -2.963 1.978
48 H 4.671 0.928 0.153
49 H 6.741 1.323 1.449
50 H -2.273 2.200 -1.757
51 H -0.591 3.403 -2.703
52 H 1.743 3.099 -2.443

Atoms 1-3, force components in eV/Å:
Os 0.1 0.2 0.1
N 0.0 0.0 0.0
C 0.0 0.0 0.0

***

Entry 2:
ORCA calculation (wB97M-V/def2-TZVPD) on a structure of composition C22H18N7O3Ti.

<S²>: 0.7592
E: -2307.75352 Eh
Net charge: 0
2S+1: 2

Geometry (Å):
1 Ti 0.807 -0.187 -0.112
2 N 0.410 -0.703 2.091
3 C 0.877 0.483 2.825
4 C 2.223 0.900 2.183
5 O 3.175 1.243 2.863
6 N 2.176 0.758 0.857
7 C 3.391 0.466 0.148
8 C 3.191 -0.985 -0.388
9 O 3.980 -1.502 -1.148
10 O 2.113 -1.529 0.059
11 H 1.041 -1.492 2.265
12 H -0.529 -0.973 2.400
13 H 0.132 1.280 2.722
14 H 1.060 0.275 3.889
15 H 3.566 1.149 -0.695
16 H 4.259 0.503 0.820
17 C 1.757 -2.587 -3.246
18 C 1.299 -3.763 -2.633
19 C 0.322 -3.679 -1.682
20 C -0.207 -2.419 -1.307
21 N 0.373 -1.268 -1.798
22 C 1.298 -1.387 -2.763
23 N -1.338 -2.408 -0.583
24 C -1.823 -1.282 -0.096
25 N -1.071 -0.152 0.009
26 C -1.809 0.880 0.507
27 N -1.296 2.086 0.681
28 C -0.143 2.435 0.101
29 C 0.404 3.700 0.441
30 C 1.423 4.236 -0.293
31 C 1.900 3.528 -1.410
32 C 1.424 2.259 -1.627
33 N 0.477 1.668 -0.874
34 C -3.140 0.389 0.778
35 C -4.292 0.976 1.291
36 C -5.428 0.199 1.414
37 C -5.428 -1.150 1.054
38 C -4.292 -1.756 0.552
39 C -3.145 -0.985 0.401
40 H 2.492 -2.618 -4.034
41 H 1.714 -4.718 -2.917
42 H -0.076 -4.548 -1.183
43 H 1.685 -0.448 -3.163
44 H -0.018 4.205 1.295
45 H 1.852 5.191 -0.033
46 H 2.648 3.956 -2.060
47 H 1.813 1.655 -2.451
48 H -4.293 2.012 1.588
49 H -6.337 0.638 1.795
50 H -6.334 -1.724 1.173
51 H -4.280 -2.803 0.295

Atoms 1-3, force components in eV/Å:
Ti 0.3 -0.3 0.5
N 0.0 -0.4 0.1
C 0.5 0.2 0.5

***

Entry 3:
ORCA calculation (wB97M-V/def2-TZVPD) on a cluster of 3 separate species, C22H19BF8IO12PS in total.

SMILES: CB(O)c1cc(F)c2c(c1)C(=O)C(S(=O)(=O)C(F)(F)C(F)(F)C(F)(F)F)=C(P(O)I)C2=O.C[C@@H]1COC(=O)O1.C[C@@H]1COC(=O)O1
E: -3613.68973 Eh
Net charge: 0

Geometry (Å):
1 C 5.842 -1.513 -1.593
2 B 4.442 -1.106 -2.256
3 O 4.407 -0.883 -3.615
4 C 3.145 -1.013 -1.357
5 C 3.283 -0.627 -0.035
6 C 2.209 -0.524 0.811
7 F 2.393 -0.151 2.077
8 C 0.945 -0.836 0.362
9 C 0.812 -1.261 -0.962
10 C 1.868 -1.337 -1.824
11 C -0.576 -1.656 -1.421
12 O -0.712 -2.574 -2.191
13 C -1.741 -0.855 -0.807
14 S -3.156 -0.573 -1.880
15 O -4.401 -0.294 -1.229
16 O -3.316 -1.720 -2.723
17 C -2.648 0.778 -3.083
18 F -1.508 0.414 -3.681
19 F -3.604 0.741 -4.015
20 C -2.611 2.234 -2.516
21 F -3.453 2.443 -1.503
22 F -3.011 3.044 -3.522
23 C -1.184 2.742 -2.101
24 F -0.394 1.765 -1.632
25 F -0.580 3.307 -3.144
26 F -1.281 3.665 -1.146
27 C -1.596 -0.415 0.442
28 P -2.923 0.646 1.277
29 O -2.331 2.196 1.266
30 I -3.099 0.000 3.611
31 C -0.303 -0.753 1.208
32 O -0.273 -0.964 2.394
33 H 6.337 -2.320 -2.153
34 H 6.516 -0.645 -1.600
35 H 5.659 -1.860 -0.569
36 H 4.951 -1.532 -4.072
37 H 4.281 -0.410 0.331
38 H 1.731 -1.642 -2.858
39 H -1.655 2.319 1.950
40 C 3.225 4.429 3.660
41 C 3.988 4.234 2.372
42 C 3.480 5.062 1.219
43 O 3.840 4.259 0.090
44 C 3.883 2.971 0.512
45 O 3.962 2.027 -0.207
46 O 3.820 2.901 1.866
47 H 2.187 4.111 3.548
48 H 3.657 3.819 4.453
49 H 3.247 5.473 3.973
50 H 5.056 4.399 2.539
51 H 3.953 6.040 1.163
52 H 2.394 5.190 1.224
53 C -5.938 -4.868 0.734
54 C -5.012 -3.924 1.460
55 C -3.783 -3.541 0.677
56 O -2.831 -3.270 1.718
57 C -3.200 -4.016 2.798
58 O -2.531 -4.177 3.763
59 O -4.436 -4.549 2.618
60 H -5.445 -5.822 0.539
61 H -6.814 -5.085 1.345
62 H -6.271 -4.439 -0.212
63 H -5.562 -3.039 1.792
64 H -3.940 -2.660 0.058
65 H -3.396 -4.352 0.054

Atoms 1-3, force components in eV/Å:
C -0.7 -0.1 -0.1
B 0.9 -0.2 0.0
O -0.9 -0.6 0.3

***

Entry 4:
ORCA calculation (wB97M-V/def2-TZVPD) on a structure of composition C22H19Br2Cl3N3O2S3SiW.

Relative energy (zero: lowest compared OMol25 entry of this formula, charge and spin): 35.63 kcal per mole
E: -9244.26472 Eh
Net charge: +1

Geometry (Å):
1 W -0.195 0.589 -0.705
2 Br 2.722 4.824 0.667
3 C 1.268 4.060 1.585
4 C 0.779 4.641 2.760
5 C -0.277 4.073 3.418
6 Br -0.906 4.906 4.998
7 C -0.881 2.881 2.954
8 C -1.931 2.204 3.601
9 C -2.387 1.023 3.072
10 C -1.846 0.541 1.883
11 N -0.894 1.173 1.202
12 C -0.380 2.322 1.754
13 C 0.696 2.918 1.068
14 O 1.133 2.354 -0.075
15 H 1.239 5.541 3.141
16 H -2.368 2.613 4.501
17 H -3.176 0.461 3.550
18 H -2.227 -0.370 1.441
19 S -1.299 -1.659 -0.563
20 C -0.635 -2.809 -1.687
21 N -1.014 -2.757 -2.974
22 C -0.670 -3.673 -3.891
23 C 0.100 -4.747 -3.536
24 C 0.540 -4.836 -2.215
25 C 0.171 -3.876 -1.294
26 H -1.513 -1.902 -3.264
27 H -1.044 -3.515 -4.893
28 H 0.364 -5.496 -4.267
29 H 1.172 -5.660 -1.910
30 H 0.502 -3.922 -0.268
31 C 4.813 -2.527 1.937
32 C 3.656 -1.730 1.427
33 C 3.824 -0.674 0.536
34 C 2.727 0.017 0.070
35 N 1.469 -0.279 0.438
36 C 1.304 -1.256 1.344
37 C 2.352 -1.993 1.846
38 H 5.711 -2.339 1.353
39 H 4.589 -3.593 1.917
40 H 5.021 -2.254 2.974
41 H 4.809 -0.394 0.191
42 H 2.856 0.835 -0.620
43 H 0.296 -1.455 1.675
44 H 2.153 -2.777 2.564
45 C -5.439 1.187 -2.436
46 O -4.249 0.842 -3.160
47 C -3.088 0.855 -2.552
48 S -1.723 0.435 -3.444
49 S -2.888 1.272 -0.933
50 H -6.264 0.903 -3.080
51 H -5.463 2.259 -2.242
52 H -5.486 0.644 -1.492
53 Cl -0.866 4.455 -1.113
54 Si 0.114 2.781 -1.760
55 Cl 1.160 -0.434 -2.453
56 Cl 1.570 3.315 -3.042

Atoms 1-3, force components in eV/Å:
W -1.5 -0.5 -2.5
Br -0.1 0.0 0.1
C 0.1 -0.4 -0.4

***

Entry 5:
ORCA calculation (wB97M-V/def2-TZVPD) on a structure of composition C22H19BrN4O4S2V.

Relative energy (zero: lowest compared OMol25 entry of this formula, charge and spin): 16.82 kcal per mole
<S²>: 0.7842
E: -5684.10909 Eh
Net charge: -2
2S+1: 2

Geometry (Å):
1 V -0.590 -0.466 -0.961
2 C -3.658 0.193 -3.873
3 C -3.598 -0.392 -2.484
4 S -2.665 0.525 -1.308
5 C -4.263 -1.524 -2.145
6 C -5.016 -2.233 -3.260
7 S -4.395 -2.247 -0.560
8 H -3.050 1.094 -3.930
9 H -4.680 0.462 -4.163
10 H -3.286 -0.499 -4.634
11 H -5.806 -1.598 -3.674
12 H -5.469 -3.144 -2.875
13 H -4.349 -2.492 -4.086
14 O -1.255 -1.821 -0.026
15 C -1.648 -2.003 1.151
16 C -1.598 -0.969 2.109
17 C -2.106 -1.186 3.405
18 C -2.026 -0.192 4.333
19 C -1.428 1.055 4.050
20 C -0.921 1.280 2.808
21 C -1.006 0.286 1.791
22 O -0.533 0.534 0.629
23 N -2.565 -0.426 5.676
24 O -2.506 0.503 6.478
25 O -3.039 -1.528 5.929
26 H -2.013 -2.999 1.407
27 H -2.566 -2.131 3.661
28 H -1.377 1.804 4.825
29 H -0.446 2.216 2.552
30 Br -0.165 -1.442 -3.104
31 C 1.126 3.417 -2.221
32 C 0.340 2.274 -2.260
33 N 0.707 1.180 -1.583
34 C 1.845 1.168 -0.905
35 C 2.726 2.265 -0.795
36 C 2.292 3.418 -1.484
37 C 3.903 2.312 0.005
38 C 4.667 1.342 0.637
39 C 4.746 -0.051 0.500
40 C 5.611 -0.813 1.342
41 C 5.704 -2.155 1.145
42 N 5.020 -2.820 0.180
43 C 4.243 -2.027 -0.555
44 N 4.057 -0.725 -0.475
45 H 0.802 4.305 -2.747
46 H -0.600 2.213 -2.791
47 H 2.086 0.252 -0.373
48 H 2.893 4.320 -1.423
49 H 4.248 3.329 0.181
50 H 5.402 1.745 1.332
51 H 6.180 -0.327 2.126
52 H 6.349 -2.759 1.778
53 H 3.676 -2.524 -1.339

Atoms 1-3, force components in eV/Å:
V -1.0 1.7 -2.0
C 0.0 0.0 0.0
C -0.1 -0.3 0.4

***

Entry 6:
ORCA calculation (wB97M-V/def2-TZVPD) on a structure of composition C22H19CdN7O3S.

Relative energy (zero: lowest compared OMol25 entry of this formula, charge and spin): 0.00 kcal per mole
E: -2024.76197 Eh
Net charge: 0

Geometry (Å):
1 Cd 0.953 -0.188 -0.644
2 O 2.695 3.040 1.521
3 C 1.961 2.146 1.093
4 N 1.701 1.822 -0.174
5 C 2.607 2.338 -1.167
6 C 3.496 1.238 -1.724
7 C 4.746 1.530 -2.260
8 C 5.522 0.513 -2.779
9 C 5.037 -0.788 -2.756
10 C 3.791 -1.005 -2.206
11 N 3.042 -0.020 -1.701
12 C 1.210 1.305 2.112
13 C 0.812 1.876 3.314
14 C 0.125 1.095 4.223
15 C -0.124 -0.237 3.919
16 C 0.336 -0.732 2.713
17 N 0.996 0.019 1.829
18 H 3.242 3.127 -0.761
19 H 2.053 2.762 -2.013
20 H 5.097 2.554 -2.250
21 H 6.499 0.728 -3.193
22 H 5.608 -1.616 -3.150
23 H 3.360 -1.998 -2.161
24 H 1.055 2.912 3.500
25 H -0.217 1.517 5.159
26 H -0.663 -0.880 4.599
27 H 0.173 -1.767 2.434
28 N -5.572 2.562 1.885
29 C -4.723 1.885 1.025
30 C -5.157 0.741 0.353
31 C -4.296 0.043 -0.475
32 C -2.994 0.487 -0.645
33 C -2.548 1.626 0.016
34 C -3.405 2.317 0.850
35 S -1.878 -0.419 -1.645
36 O -2.614 -1.240 -2.564
37 O -0.939 0.563 -2.184
38 N -0.996 -1.257 -0.587
39 C -0.755 -2.606 -0.724
40 N -1.754 -3.478 -0.863
41 C -1.406 -4.747 -1.023
42 C -0.089 -5.181 -1.006
43 C 0.867 -4.208 -0.786
44 N 0.556 -2.924 -0.642
45 H -6.558 2.420 1.744
46 H -5.334 3.519 2.081
47 H -6.177 0.399 0.482
48 H -4.631 -0.844 -0.996
49 H -1.535 1.980 -0.133
50 H -3.056 3.205 1.365
51 H -2.218 -5.456 -1.153
52 H 0.175 -6.220 -1.134
53 H 1.920 -4.461 -0.715

Atoms 1-3, force components in eV/Å:
Cd 0.0 0.1 0.4
O 0.0 -0.1 -0.1
C -0.1 0.2 0.0

***

Entry 7:
ORCA calculation (wB97M-V/def2-TZVPD) on a cluster of 4 separate species, C22H19ClF3NO4S in total.

Relative energy (zero: lowest compared OMol25 entry of this formula, charge and spin): 0.00 kcal per mole
SMILES: O=C(F)N(C(=O)F)C(=O)O[C@@](F)(S)Cl.c1ccccc1.c1ccccc1.c1ccccc1
E: -2363.40849 Eh
Net charge: 0

Geometry (Å):
1 O -3.237 -1.378 2.900
2 C -3.475 -0.476 2.194
3 F -4.621 -0.316 1.553
4 N -2.598 0.630 1.903
5 C -2.072 1.276 3.075
6 O -1.070 1.086 3.647
7 F -2.967 2.192 3.451
8 C -1.752 0.468 0.762
9 O -2.184 0.352 -0.336
10 O -0.428 0.589 1.061
11 C 0.426 -0.514 0.937
12 F 0.127 -1.183 -0.208
13 S 2.119 0.060 0.778
14 Cl 0.172 -1.641 2.276
15 H 2.184 0.628 1.986
16 C -6.520 -1.828 -3.325
17 C -5.590 -2.730 -3.824
18 C -4.304 -2.760 -3.301
19 C -3.950 -1.891 -2.279
20 C -4.880 -0.992 -1.777
21 C -6.165 -0.960 -2.302
22 H -7.522 -1.803 -3.734
23 H -5.867 -3.408 -4.621
24 H -3.578 -3.461 -3.693
25 H -2.945 -1.910 -1.874
26 H -4.600 -0.312 -0.985
27 H -6.890 -0.256 -1.914
28 C 2.744 -2.220 -3.975
29 C 3.849 -2.795 -4.588
30 C 5.081 -2.783 -3.950
31 C 5.209 -2.199 -2.697
32 C 4.103 -1.627 -2.083
33 C 2.872 -1.636 -2.722
34 H 1.783 -2.227 -4.473
35 H 3.749 -3.251 -5.564
36 H 5.943 -3.228 -4.430
37 H 6.170 -2.192 -2.199
38 H 4.201 -1.173 -1.105
39 H 2.010 -1.185 -2.246
40 C 1.857 4.551 3.266
41 C 1.751 3.204 3.582
42 C 2.768 2.574 4.287
43 C 3.890 3.291 4.680
44 C 3.994 4.639 4.366
45 C 2.979 5.268 3.658
46 H 1.066 5.042 2.714
47 H 0.874 2.644 3.280
48 H 2.684 1.523 4.535
49 H 4.681 2.800 5.231
50 H 4.867 5.200 4.674
51 H 3.062 6.319 3.412

Atoms 1-3, force components in eV/Å:
O 0.0 -0.2 0.3
C -0.4 0.7 -0.6
F 0.1 -0.2 0.0

***

Entry 8:
ORCA calculation (wB97M-V/def2-TZVPD) on a structure of composition C22H19Co2O8Si.

Relative energy (zero: lowest compared OMol25 entry of this formula, charge and spin): 82.62 kcal per mole
E: -4506.58119 Eh
Net charge: -1

Geometry (Å):
1 C -2.550 -1.145 0.956
2 Si -0.801 -0.682 1.411
3 C -0.703 0.788 2.542
4 C 0.287 -2.106 1.909
5 O -0.229 0.060 -0.073
6 C 0.993 0.325 -0.434
7 C 1.446 1.434 -1.214
8 C 2.792 1.446 -1.088
9 C 3.231 0.510 -0.024
10 O 2.022 -0.317 0.137
11 H -3.103 -1.509 1.836
12 H -3.095 -0.276 0.554
13 H -2.579 -1.939 0.195
14 H -1.174 0.561 3.508
15 H 0.343 1.077 2.722
16 H -1.225 1.641 2.085
17 H -0.207 -2.633 2.746
18 H 0.434 -2.821 1.085
19 H 1.284 -1.782 2.251
20 H 0.749 2.099 -1.728
21 H 3.386 2.148 -1.671
22 H 4.004 -0.205 -0.404
23 O 5.322 3.733 3.293
24 C 5.327 2.860 2.524
25 Co 5.245 1.571 1.336
26 C 3.441 1.028 1.630
27 O 2.567 0.968 2.450
28 C 5.399 2.580 -0.063
29 O 5.521 3.435 -0.846
30 C 7.003 0.760 1.631
31 C 8.127 1.707 1.647
32 C 8.501 2.305 0.427
33 C 9.398 3.359 0.441
34 C 9.957 3.791 1.641
35 C 9.676 3.127 2.834
36 C 8.770 2.069 2.859
37 C 6.386 -0.171 2.500
38 C 5.781 -0.424 3.708
39 Co 6.354 -0.745 0.896
40 C 6.523 -0.369 -0.841
41 O 6.696 -0.098 -1.958
42 C 4.867 -1.625 1.317
43 O 3.935 -2.246 1.622
44 C 7.375 -2.188 0.889
45 O 8.073 -3.105 0.842
46 H 8.013 1.944 -0.489
47 H 9.622 3.829 -0.509
48 H 10.620 4.642 1.635
49 H 10.135 3.442 3.763
50 H 8.520 1.548 3.797
51 H 5.716 -1.467 4.003
52 H 6.023 0.309 4.494

Atoms 1-3, force components in eV/Å:
C -0.2 -0.1 -0.1
Si 0.8 0.8 -0.5
C -0.2 0.0 0.3

***

Entry 9:
ORCA calculation (wB97M-V/def2-TZVPD) on the molecule C22H19FN2O.

Relative energy (zero: lowest compared OMol25 entry of this formula, charge and spin): 0.00 kcal per mole
SMILES: Fc1ccc([C@H]2c3[nH]c4ccccc4c3CCN2Cc2ccoc2)cc1
E: -1134.35797 Eh
Net charge: 0

Geometry (Å):
1 F -1.486 5.627 -1.440
2 C -1.050 4.411 -1.047
3 C -1.883 3.319 -1.195
4 C -1.430 2.075 -0.789
5 C -0.165 1.928 -0.239
6 C 0.654 3.045 -0.107
7 C 0.219 4.293 -0.509
8 H 0.844 5.167 -0.411
9 H 1.642 2.923 0.310
10 C 0.383 0.582 0.196
11 C -0.638 -0.509 0.184
12 C -0.717 -1.489 -0.764
13 C -1.810 -2.332 -0.404
14 C -2.380 -3.475 -0.961
15 C -3.466 -4.043 -0.334
16 C -3.997 -3.497 0.838
17 C -3.454 -2.367 1.413
18 C -2.359 -1.789 0.786
19 N -1.624 -0.685 1.123
20 H -1.789 -0.086 1.913
21 H -3.865 -1.945 2.318
22 H -4.850 -3.971 1.300
23 H -3.922 -4.929 -0.750
24 H -1.974 -3.902 -1.867
25 C 0.238 -1.570 -1.909
26 C 1.029 -0.251 -1.973
27 N 1.500 0.230 -0.686
28 C 2.458 -0.657 -0.041
29 C 3.190 0.078 1.035
30 C 3.952 1.202 0.897
31 O 4.434 1.603 2.085
32 C 3.984 0.736 3.006
33 C 3.212 -0.221 2.425
34 H 2.723 -1.041 2.911
35 H 4.275 0.902 4.024
36 H 4.210 1.780 0.033
37 H 1.983 -1.552 0.393
38 H 3.167 -0.982 -0.807
39 H 0.389 0.534 -2.384
40 H 1.897 -0.359 -2.629
41 H 0.918 -2.417 -1.773
42 H -0.295 -1.726 -2.849
43 H 0.792 0.703 1.208
44 H -2.071 1.214 -0.908
45 H -2.865 3.445 -1.623

Atoms 1-3, force components in eV/Å:
F 0.0 -0.1 0.0
C -0.1 -0.2 0.0
C 0.0 0.3 -0.1

***

Q: Which of these has the highest net charge?
A: C22H18N7O2OsS2